Entry 1:
Entry from the Open Molecules 2025 dataset: a single C16H30N4O3 molecule (ωB97M-V/def2-TZVPD).

CARTESIAN COORDINATES (ANGSTROEM)
O1 -0.5840 -0.3864 0.9897
O2 4.5476 1.0027 1.0646
O3 -3.4116 1.0536 0.5600
N1 2.5907 0.0294 1.6143
N2 -3.2464 -0.9190 -0.5585
N3 -0.6565 1.1231 -0.6978
N4 -4.8960 -0.7297 -3.0181
C1 -2.2295 -3.1480 -0.1554
C2 2.5959 2.3715 0.8242
C3 -2.4130 -1.9818 -1.1145
C4 1.0860 2.2345 0.6477
C5 -1.2175 0.2472 0.1559
C6 -5.3330 -0.2472 -1.7081
C7 0.7679 1.4091 -0.5992
C8 1.3073 2.1002 -1.8403
C9 3.8132 -1.1677 3.3782
C10 3.2091 -1.2411 1.9813
C11 2.1670 -2.3428 1.8661
C12 2.8221 2.2675 -1.7002
C13 3.2061 3.0167 -0.4246
C14 -4.6957 -1.0629 -0.5930
C15 3.3308 1.0689 1.1657
C16 -2.7416 0.1550 0.0734
H1 3.0306 -0.9987 4.1213
H2 0.6076 1.8005 1.5263
H3 -3.1911 -3.5744 0.1360
H4 -5.1008 -0.0522 -3.7404
H5 1.3315 -2.1573 2.5453
H6 0.8305 3.0821 -1.9490
H7 4.2893 3.0485 -0.3196
H8 -5.0143 0.7890 -1.5939
H9 2.7945 3.0241 1.6801
H10 4.3246 -2.1003 3.6230
H11 1.5813 0.0681 1.6040
H12 -1.6426 -3.9370 -0.6278
H13 -1.4436 -1.5602 -1.3822
H14 3.2226 2.7880 -2.5718
H15 -6.4216 -0.2672 -1.5718
H16 -5.3847 -1.5814 -3.2678
H17 1.7662 -2.4038 0.8534
H18 4.5351 -0.3541 3.4339
H19 1.0657 1.5163 -2.7318
H20 0.6516 3.2313 0.5213
H21 2.6082 -3.3055 2.1244
H22 -4.9217 -2.1236 -0.7238
H23 -1.7095 -2.8162 0.7429
H24 -5.1027 -0.7444 0.3668
H25 1.2619 0.4382 -0.5159
H26 3.2892 1.2773 -1.6862
H27 4.0157 -1.4179 1.2664
H28 -2.8806 -2.2944 -2.0478
H29 2.8462 4.0486 -0.4878
H30 -1.2582 1.7238 -1.2389

Computed properties:
Spin multiplicity: 1
LUMO (eV): 0.68
HOMO-LUMO gap (eV): 9.96
Highest occupied orbital energy (eV): -9.28



Entry 2:
Entry from the Open Molecules 2025 dataset: a molecular structure, C22H27MnNO2P2 at a distorted geometry (ωB97M-V/def2-TZVPD).

CARTESIAN COORDINATES (ANGSTROEM)
Mn1 1.2012 -0.0143 0.7718
P1 -0.5752 0.2971 2.2068
P2 1.1246 1.9130 -0.3440
O1 1.1617 -2.6117 1.7076
O2 3.0309 1.0125 2.7055
N1 -1.9381 0.1931 -1.1100
C1 2.3340 0.5035 1.8988
C2 0.0583 -0.8918 -3.9140
C3 -0.1998 2.5212 -1.5305
C4 2.5924 1.9769 -1.4145
C5 -0.6398 -2.2863 -2.0457
C6 -2.0763 -3.3891 -0.4442
C7 -2.4444 0.1933 1.8248
C8 -0.4503 1.4595 -2.5422
C9 -3.2598 -2.2015 1.3554
C10 -0.4797 -1.0084 -2.6386
C11 -0.6139 1.9417 3.0039
C12 1.7145 -1.8941 0.8933
C13 2.9540 -2.1789 0.1333
C14 -2.6485 -1.0005 0.9420
C15 -1.5245 -2.1974 -0.9475
C16 -2.9575 -3.3682 0.6244
C17 -2.0219 -0.9222 -0.3720
C18 1.3563 3.4389 0.6482
C19 -0.0233 1.5180 -3.8667
C20 -0.4942 -0.8075 3.6589
C21 -0.9857 0.2270 -2.0525
C22 0.2423 0.3228 -4.5198
H1 0.4222 2.2373 3.2160
H2 0.4167 3.7242 1.1394
H3 3.1706 -1.2617 -0.4629
H4 2.5387 1.1701 -2.1613
H5 0.0776 -3.1235 -2.1810
H6 2.7607 -3.0829 -0.4859
H7 3.7715 -2.4442 0.8437
H8 0.4062 0.3223 -5.6054
H9 -3.5248 -4.2943 0.8257
H10 -2.6603 1.0719 1.2119
H11 0.4348 -0.5657 4.1925
H12 3.4993 1.8381 -0.8031
H13 -1.1945 1.9379 3.9417
H14 -3.0615 0.2203 2.7322
H15 0.1179 3.4999 -1.9097
H16 0.2929 -1.8358 -4.3769
H17 1.0489 -1.1895 -0.1639
H18 -0.4267 -1.8410 3.2972
H19 1.6940 4.2230 -0.0463
H20 -3.8908 -2.2828 2.2667
H21 -1.3574 -0.6962 4.3351
H22 2.1192 3.2566 1.4200
H23 -1.1019 2.5759 -0.9224
H24 2.6202 2.9646 -1.9043
H25 -1.0571 2.6895 2.3335
H26 -1.8002 -4.3048 -0.9864
H27 0.2464 2.4442 -4.3787

Computed properties:
Spin multiplicity: 4
LUMO (alpha / beta) (eV): -7.95 / -9.61
HOMO-LUMO gap (alpha / beta) (eV): 6.65 / 5.18
Total charge: +2
Highest occupied orbital energy (alpha / beta) (eV): -14.59 / -14.79



Entry 3:
Entry from the Open Molecules 2025 dataset: a single C18H22N8O3 molecule (ωB97M-V/def2-TZVPD).

CARTESIAN COORDINATES (ANGSTROEM)
O1 0.5626 -2.5143 -3.2386
O2 0.0290 -0.1217 2.3020
O3 2.6754 -0.1257 1.5329
N1 4.2358 -0.4609 -7.9217
N2 0.0271 -0.3919 -2.6168
N3 4.6587 -0.2166 -2.3158
N4 1.6677 -0.7489 -0.4065
N5 4.4009 -1.8965 -3.7352
N6 1.3026 0.6534 -4.7439
N7 2.7964 -0.9786 -6.3633
N8 3.7028 0.7056 -7.4693
C1 0.3145 1.2937 -0.1209
C2 0.5722 -1.3109 -3.4438
C3 3.9833 1.9621 -1.2375
C4 -0.5426 -0.7431 -1.3361
C5 2.0310 1.1849 -5.6701
C6 5.0426 1.0713 -1.8136
C7 0.3100 -0.2319 -0.1628
C8 3.7010 -1.4557 -7.2623
C9 4.2236 -1.2945 -1.5679
C10 4.0310 -1.2326 -0.0915
C11 2.7213 -0.6339 0.4178
C12 2.0234 -1.5499 -5.3898
C13 1.3017 -0.7199 -4.6089
C14 -0.3012 -0.8136 1.1272
C15 4.0638 -2.3102 -2.4684
C16 4.7593 -0.6454 -3.6010
C17 2.8418 0.3886 -6.5304
C18 4.5971 2.2849 -2.5695
H1 3.7254 -3.3150 -2.2716
H2 -1.3894 -0.7612 1.0368
H3 1.8405 -1.2118 -1.2878
H4 6.0244 1.0936 -1.3578
H5 4.2449 2.5605 -0.3771
H6 0.6265 1.7111 -1.0807
H7 2.9723 1.5804 -1.2424
H8 -0.6184 -1.8302 -1.3035
H9 0.9923 1.6557 0.6486
H10 2.0398 2.2624 -5.7866
H11 0.1095 0.5719 -2.9023
H12 4.0797 -2.2468 0.3112
H13 4.8267 -0.6685 0.3951
H14 0.9998 -0.0586 2.3276
H15 2.0506 -2.6183 -5.2510
H16 3.9325 -2.4997 -7.3808
H17 5.1040 0.0052 -4.3912
H18 -0.6846 1.6618 0.1157
H19 3.9855 2.1224 -3.4464
H20 -1.5452 -0.3230 -1.2439
H21 -0.0244 -1.8746 1.1826
H22 5.2907 3.1096 -2.6402

Computed properties:
Spin multiplicity: 1
LUMO (eV): -0.26
HOMO-LUMO gap (eV): 8.85
Highest occupied orbital energy (eV): -9.11



Entry 4:
Entry from the Open Molecules 2025 dataset: a single C22H32N4O2 molecule (ωB97M-V/def2-TZVPD).

CARTESIAN COORDINATES (ANGSTROEM)
O1 -4.7220 -0.7285 -3.2031
O2 4.1401 -2.7742 0.3804
N1 2.2312 -1.8766 -0.4277
N2 0.3933 0.1314 -0.6072
N3 -1.3939 0.6388 0.6698
N4 -0.3251 -1.2309 1.2637
C1 -3.0466 -1.7743 -1.9026
C2 -1.9069 0.3709 1.9842
C3 -2.5617 -2.1016 1.8385
C4 -1.2142 1.8606 -0.0823
C5 -0.3384 -0.1958 0.3930
C6 -1.4452 -1.0885 2.1850
C7 5.7044 -1.0995 -1.3075
C8 3.7908 0.4745 -0.9095
C9 3.5685 -1.8830 -0.2299
C10 -2.5303 -2.1319 -0.6751
C11 -3.1810 -1.7921 0.5060
C12 0.7649 -2.1346 1.5430
C13 4.4510 1.6893 -1.4740
C14 -0.7435 3.0522 0.7780
C15 -0.1783 1.3624 -1.1329
C16 -0.7454 4.3362 -0.0476
C17 -4.9188 -0.7515 -0.8040
C18 4.3168 -0.7478 -0.8548
C19 -4.3863 -1.1093 0.4214
C20 -4.2449 -1.0712 -1.9750
C21 0.6292 2.8177 1.4065
C22 1.3767 -2.7824 0.2919
H1 0.6152 2.0859 -1.3250
H2 0.5840 -3.1344 -0.3729
H3 -0.6720 1.1427 -2.0853
H4 -1.6035 -2.6820 -0.6339
H5 -3.3173 -2.0662 2.6252
H6 -2.9946 0.4664 2.0116
H7 -2.1214 -3.1006 1.8271
H8 -2.1597 2.1366 -0.5658
H9 -5.8605 -0.2194 -0.8517
H10 5.4040 1.4583 -1.9391
H11 0.3681 -2.9212 2.1895
H12 -0.4500 5.1808 0.5707
H13 -2.5372 -2.0287 -2.8182
H14 1.5702 -1.6163 2.0847
H15 1.7510 -1.0548 -0.8007
H16 2.7993 0.6493 -0.5142
H17 0.8572 3.6150 2.1112
H18 1.9953 -3.6275 0.6071
H19 4.6127 2.4285 -0.6882
H20 5.7378 -1.1955 -2.3926
H21 -0.0491 4.2613 -0.8792
H22 -5.5618 -0.2629 -3.1100
H23 -1.4770 1.0336 2.7507
H24 -4.9289 -0.8579 1.3225
H25 -1.1112 -1.2670 3.2138
H26 5.9810 -2.0540 -0.8657
H27 -1.7372 4.5336 -0.4486
H28 1.4074 2.8039 0.6480
H29 6.4298 -0.3484 -1.0030
H30 -1.4789 3.1675 1.5847
H31 3.7994 2.1426 -2.2211
H32 0.6636 1.8704 1.9400

Computed properties:
Spin multiplicity: 1
LUMO (eV): 0.57
HOMO-LUMO gap (eV): 8.89
Highest occupied orbital energy (eV): -8.32



We obtain energy values of -1072.497384 -2892.708059 -1362.911225 -1227.044701 a.u. for the records listed above, in that order.
We obtain ΔE to the lowest compared entry with this formula, charge and spin values of 13.2 37.7 2.1 78.7 kJ/mol for the records listed above, in that order.